# 1
117
Properties=species:S:1:pos:R:3:forces:R:3:lowdin_charge:R:1 method="wB97M-V/def2-TZVPD" total_charge=-1 e_lumo_ev="2.08 / 2.07" de_lowest_kcal_mol=57.4 multiplicity=2
Ti -0.02244 0.22466 0.00936 -1.1 -1.4 -3.0 0.317
S -0.02581 -2.02398 1.43339 0.0 0.3 -0.1 0.416
P -0.07807 -2.55310 -0.51120 -1.3 -0.6 -0.1 0.484
C -0.65294 -1.23699 -1.46309 2.0 -0.4 -0.1 -0.598
P 0.27908 -0.43944 -2.67011 -0.9 -0.2 -0.6 0.472
S 1.02110 1.35880 -2.14376 0.0 0.0 0.1 0.391
C 1.53764 -1.37271 -3.61678 -0.1 -0.1 0.2 -0.324
C 2.89628 -1.14329 -3.44948 0.0 0.0 0.0 -0.087
C 3.81503 -1.88221 -4.18060 0.1 0.0 0.0 -0.077
C 3.38195 -2.83693 -5.08922 0.0 0.0 0.0 -0.102
C 2.02382 -3.06264 -5.26462 0.0 0.0 0.0 -0.099
C 1.10522 -2.33831 -4.52269 0.0 0.1 0.0 -0.110
C -0.89197 -0.02989 -4.01945 0.0 0.0 0.0 -0.342
C -0.41861 0.48516 -5.22472 -0.1 0.0 0.0 -0.100
C -1.30742 0.81774 -6.23328 0.0 0.0 0.0 -0.095
C -2.67388 0.64546 -6.04199 0.0 0.0 0.0 -0.103
C -3.14895 0.16131 -4.83303 0.0 0.0 -0.1 -0.089
C -2.25811 -0.16894 -3.82008 0.0 0.0 0.1 -0.086
C 1.30918 -3.70461 -0.87150 0.0 0.3 -0.2 -0.315
C 2.35709 -3.88531 0.02272 0.0 0.0 0.0 -0.105
C 3.39002 -4.75414 -0.29057 0.0 0.0 0.0 -0.086
C 3.38486 -5.44363 -1.49603 0.0 0.0 0.0 -0.101
C 2.33105 -5.27820 -2.38135 0.0 0.0 -0.1 -0.092
C 1.29117 -4.41686 -2.06413 0.0 0.0 0.1 -0.088
C -1.45363 -3.79000 -0.55989 -0.1 0.1 0.0 -0.337
C -2.46869 -3.68281 -1.50095 0.2 -0.2 -0.1 -0.111
C -3.57119 -4.52625 -1.44479 0.0 -0.2 -0.1 -0.110
C -3.66894 -5.47237 -0.43733 -0.1 0.0 0.0 -0.107
C -2.64950 -5.59503 0.49983 0.0 -0.1 0.0 -0.094
C -1.54651 -4.76076 0.43627 0.0 0.0 -0.1 -0.106
H 3.21954 -0.38703 -2.74790 0.0 0.0 0.0 0.080
H 4.87608 -1.71064 -4.04516 0.0 0.0 0.0 0.099
H 4.10592 -3.40231 -5.66415 0.0 0.0 0.0 0.095
H 1.68073 -3.80496 -5.97566 0.0 0.0 0.0 0.099
H 0.04145 -2.51072 -4.64667 0.0 0.0 0.0 0.114
H 0.64628 0.64016 -5.35547 0.0 0.0 -0.1 0.107
H -0.94168 1.21689 -7.17217 0.0 0.0 0.0 0.094
H -3.36380 0.90441 -6.83675 0.0 0.0 0.0 0.093
H -4.21521 0.04644 -4.67826 0.0 0.0 0.0 0.096
H -2.60357 -0.51257 -2.85076 0.0 0.0 0.0 0.065
H 2.35592 -3.33482 0.95310 0.0 0.1 0.0 0.072
H 4.21302 -4.88443 0.40216 0.0 0.0 0.0 0.096
H 4.20060 -6.11455 -1.73855 0.0 0.0 0.0 0.092
H 2.32043 -5.81131 -3.32444 0.0 0.0 0.0 0.098
H 0.45828 -4.29326 -2.74487 0.0 0.0 0.0 0.102
H -2.38603 -2.91615 -2.26294 0.0 0.0 0.0 0.087
H -4.36485 -4.44053 -2.17714 0.0 0.0 0.0 0.094
H -4.54166 -6.11234 -0.37649 0.0 0.0 0.0 0.093
H -2.72735 -6.33893 1.28418 0.0 0.0 0.0 0.095
H -0.75773 -4.82639 1.17609 0.0 0.0 0.1 0.089
C 3.05042 0.58762 0.90159 0.1 -0.1 -0.1 -0.070
C 1.99062 -0.17860 0.11060 1.4 0.0 0.3 -0.579
O 2.37837 -1.14998 -0.54073 0.4 0.1 0.1 -0.152
H 4.05092 0.20414 0.68178 0.0 0.0 0.0 0.071
H 2.83869 0.45611 1.96815 0.0 0.1 0.0 0.066
H 2.99948 1.64772 0.65265 0.0 0.0 0.1 0.053
C -6.38797 -1.03097 0.51532 0.1 0.1 0.0 -0.025
C -5.17424 -0.80576 -0.39036 0.0 -0.4 0.1 -0.630
C -5.43440 -1.42803 -1.76057 0.0 0.1 0.1 -0.020
C -3.92549 -1.42034 0.24124 -0.1 0.2 -0.1 -0.033
O -5.02902 0.59179 -0.59903 -0.1 0.1 -0.2 -0.140
Si -4.06047 1.71737 0.10635 0.4 -0.1 -0.1 -0.121
S -2.06669 1.69052 -0.43521 -0.5 0.6 -0.2 0.458
O -4.75208 3.15809 -0.31004 0.0 0.1 -0.2 -0.174
C -5.13327 3.71770 -1.57052 -0.3 0.2 -0.1 -0.643
C -4.67131 5.17399 -1.55912 0.0 -0.2 0.1 -0.035
C -6.66074 3.64063 -1.64958 0.2 0.0 0.1 -0.032
C -4.53904 3.00747 -2.78717 0.1 -0.2 0.3 -0.050
O -4.27996 1.56067 1.73256 -0.1 0.0 0.2 -0.145
C -4.69539 2.44110 2.75610 -0.1 0.1 0.2 -0.652
C -6.14515 2.87748 2.52688 0.1 -0.1 -0.1 -0.022
C -4.58169 1.65479 4.06173 0.0 0.0 -0.1 -0.029
C -3.78148 3.66741 2.80570 0.0 -0.1 -0.2 -0.027
H -6.57885 -2.09880 0.63792 0.0 0.0 0.0 0.083
H -7.27158 -0.55762 0.08158 0.0 0.0 0.0 0.083
H -6.20062 -0.58795 1.49542 0.0 0.0 0.0 0.074
H -5.63614 -2.49523 -1.66052 0.0 0.0 0.0 0.071
H -4.56112 -1.29063 -2.40080 0.0 0.0 0.0 0.066
H -6.29148 -0.94140 -2.23189 0.0 0.0 0.0 0.085
H -4.03799 -2.50176 0.33996 0.0 0.1 0.1 0.084
H -3.75518 -0.98320 1.22636 0.0 0.0 0.1 0.087
H -3.04555 -1.21557 -0.37450 0.0 0.0 0.0 0.046
H -5.05470 5.68333 -0.67230 0.0 0.0 0.0 0.080
H -5.02488 5.69144 -2.45285 0.0 0.0 0.0 0.080
H -3.58054 5.20461 -1.53694 0.0 0.0 0.0 0.087
H -7.11794 4.24565 -0.86305 0.0 0.0 0.0 0.079
H -6.96467 2.60180 -1.51305 0.0 0.0 0.0 0.083
H -7.00766 3.99325 -2.62294 -0.1 0.0 0.0 0.081
H -3.45551 2.95794 -2.71043 0.1 0.0 0.0 0.061
H -4.80706 3.54230 -3.70068 0.0 0.0 0.0 0.087
H -4.92155 1.98756 -2.84248 0.0 0.0 -0.1 0.074
H -6.78926 1.99772 2.47475 0.0 0.0 0.0 0.086
H -6.21087 3.40882 1.57830 -0.1 0.0 0.0 0.070
H -6.48860 3.52362 3.33775 0.0 0.0 0.0 0.082
H -5.28949 0.82435 4.05883 0.0 0.0 0.0 0.082
H -4.78573 2.29587 4.92201 0.0 0.0 0.0 0.081
H -3.57635 1.23896 4.14876 0.0 0.0 0.0 0.085
H -3.77566 4.15311 1.82840 0.0 0.1 0.0 0.080
H -2.76727 3.33914 3.04136 0.0 0.0 0.0 0.058
H -4.12249 4.37271 3.56623 0.0 0.0 0.0 0.086
O 0.71934 2.51741 0.66224 -0.3 -0.2 0.7 -0.016
C 0.15982 2.04101 1.78384 0.0 0.2 0.0 -0.492
O -0.18835 0.86359 1.79310 0.2 1.8 3.0 -0.122
C 0.06718 3.01575 2.92885 0.0 0.1 0.1 -0.213
N -0.09553 4.36172 2.35817 0.0 -0.1 0.1 -0.009
C 0.89840 5.26575 2.93702 0.1 0.0 0.1 -0.200
C 2.08500 4.33985 3.17492 -0.2 0.0 0.0 -0.164
C 1.40188 3.08178 3.71524 0.1 -0.1 -0.2 -0.100
H -0.74522 2.69906 3.58412 -0.1 0.0 -0.1 0.146
H -1.04579 4.70038 2.40548 -0.1 -0.1 -0.1 0.113
H 0.52977 3.47931 0.64853 -0.1 0.1 0.0 0.134
H 0.57309 5.70426 3.89044 0.0 0.0 0.0 0.115
H 1.11880 6.07719 2.24229 0.0 0.0 0.0 0.113
H 2.81060 4.75494 3.87238 0.0 0.0 0.0 0.110
H 2.58324 4.11284 2.23109 0.0 0.1 0.0 0.111
H 1.19158 3.19080 4.77923 0.0 0.0 0.0 0.117
H 1.99617 2.18079 3.56915 0.0 0.0 0.1 0.113

# 2
119
Properties=species:S:1:pos:R:3:forces:R:3:lowdin_charge:R:1 method="wB97M-V/def2-TZVPD" total_charge=+2 e_lumo_ev=-5.68
Zr 0.25842 0.24611 -0.26046 -0.5 -0.4 0.3 1.823
O -0.48428 2.24610 2.90086 0.0 0.3 0.1 0.009
C -0.04180 3.53970 2.77184 0.0 0.2 -0.2 -0.268
C 0.25843 4.28893 3.89776 -0.1 -0.3 -0.1 0.001
C 0.71266 5.58743 3.75534 0.0 -0.1 0.0 -0.053
C 0.86924 6.14039 2.49479 0.0 0.1 -0.1 -0.066
C 0.56399 5.39119 1.36993 0.0 -0.1 0.0 -0.024
C 0.10231 4.08725 1.49518 0.1 -0.3 -0.2 -0.124
C -0.24140 3.20741 0.29715 -0.7 1.6 0.2 -0.335
O 0.50675 2.05949 0.23940 0.2 0.7 0.1 -0.356
N -1.66632 2.80780 0.39912 0.0 0.6 -0.1 0.026
N -1.91366 1.48872 0.42889 -0.2 -0.7 0.5 -0.119
C -2.99851 1.06339 1.00173 0.6 0.7 -0.3 -0.190
C -3.53335 -0.23702 0.75607 -0.1 -0.9 -0.1 -0.484
Br -2.40339 -1.19047 -0.50752 -0.5 -0.1 0.5 1.008
C -4.69377 -0.69064 1.29321 0.8 0.5 -0.3 -0.036
C -5.52898 -1.84031 1.05944 -0.5 -0.7 -0.1 -0.216
C -6.63531 -2.03179 1.91306 0.3 0.1 -0.1 -0.020
C -7.52357 -3.07143 1.71878 -0.1 -0.1 -0.1 -0.054
C -7.34850 -3.94732 0.65471 0.1 0.1 0.1 -0.046
C -6.27269 -3.76864 -0.20356 -0.1 0.0 0.0 -0.060
C -5.37634 -2.73716 -0.00948 0.0 0.2 0.1 -0.046
H -0.25232 1.80721 2.06684 -0.1 0.0 0.5 0.023
H 0.13835 3.83616 4.86789 0.0 -0.1 0.2 0.125
H 0.94773 6.16078 4.63820 0.0 0.1 0.1 0.116
H 1.23085 7.15177 2.39297 0.0 0.1 0.0 0.112
H 0.68719 5.82579 0.38974 0.0 0.0 -0.2 0.120
H -0.12139 3.79674 -0.63571 0.1 -0.3 0.3 0.153
H -2.25551 3.41097 0.97644 0.3 -0.3 0.0 0.165
H -3.62187 1.74678 1.57692 0.0 0.1 -0.1 0.152
H -5.10077 -0.01344 2.03913 0.0 0.2 0.0 0.130
H -6.80736 -1.35232 2.73526 0.1 0.1 0.1 0.117
H -8.37245 -3.18489 2.37791 0.0 0.0 0.1 0.116
H -8.05165 -4.75016 0.48365 0.0 0.0 0.0 0.116
H -6.15604 -4.42189 -1.05353 0.1 -0.1 -0.1 0.112
H -4.58520 -2.60412 -0.72555 0.1 0.0 -0.1 0.046
C 1.75769 -3.02011 -4.13876 0.1 0.1 0.0 0.004
C 1.14731 -2.88106 -2.79482 -0.2 0.0 0.3 -0.235
C 0.47767 -3.85608 -2.09343 0.1 0.6 0.2 0.043
C 0.12754 -3.29422 -0.86017 0.1 -0.2 -0.2 -0.240
N 0.55566 -2.01126 -0.81439 0.1 -0.2 -0.1 -0.046
N 1.18064 -1.77437 -2.02022 0.2 -0.4 -0.7 -0.002
B 2.09633 -0.57462 -2.29174 0.3 -0.4 0.1 -0.555
N 3.00982 -0.34085 -1.08095 0.8 -0.2 -0.3 0.012
N 2.57536 0.41721 -0.03237 -0.3 -0.2 -0.2 0.007
C 3.67169 0.77707 0.66585 0.3 0.0 0.2 -0.202
C 4.80020 0.19206 0.08404 -0.5 -0.1 -0.1 0.059
C 4.35039 -0.49882 -1.02395 -0.2 0.2 0.3 -0.242
C 5.17454 -1.26704 -1.98849 -0.1 0.0 -0.2 0.007
C 3.71002 1.77570 1.79519 -0.2 0.1 0.2 -0.517
C 2.59526 1.50166 2.80087 0.1 0.1 -0.3 -0.024
C 5.05022 1.72373 2.53404 -0.2 0.0 -0.2 -0.041
C 3.53765 3.17018 1.16764 0.0 -0.2 0.0 -0.008
N 1.26436 0.72005 -2.56956 0.1 0.0 0.0 -0.017
N -0.09991 0.79159 -2.36593 -0.6 0.2 -0.5 -0.028
C -0.55994 1.78050 -3.16063 0.0 0.0 -0.3 -0.191
C 0.51147 2.35726 -3.85006 0.2 -0.4 0.4 0.064
C 1.63905 1.65904 -3.47090 -0.3 0.5 0.0 -0.226
C 3.01713 1.82227 -3.99283 0.0 -0.2 0.0 0.016
C -1.99940 2.15123 -3.42303 -0.3 0.0 0.2 -0.533
C -2.25954 1.97615 -4.92905 0.1 0.0 0.1 -0.025
C -2.22789 3.62197 -3.04683 0.1 -0.1 0.0 -0.021
C -2.96891 1.25667 -2.65900 0.2 0.2 -0.1 -0.076
C -0.55544 -4.16372 0.17794 -0.2 0.0 0.3 -0.519
C 0.44465 -5.27772 0.54491 -0.1 0.1 -0.2 -0.029
C -1.79526 -4.79854 -0.48384 0.2 0.0 0.0 -0.041
C -0.99169 -3.46896 1.47824 0.1 0.1 -0.2 -0.060
H 1.46578 -3.97944 -4.55596 0.0 0.0 -0.1 0.095
H 1.43350 -2.22631 -4.80671 0.0 0.0 -0.1 0.096
H 2.84524 -2.99443 -4.07684 0.0 0.0 0.0 0.089
H 0.30053 -4.85465 -2.43009 -0.1 -0.2 -0.1 0.124
H 2.76230 -0.80652 -3.23632 0.1 -0.1 -0.2 0.121
H 5.81716 0.25918 0.40965 0.2 0.1 0.1 0.122
H 6.18207 -1.35520 -1.59119 0.0 -0.1 0.0 0.095
H 4.77122 -2.26200 -2.15693 0.0 -0.1 0.0 0.090
H 5.23163 -0.76220 -2.95163 0.0 0.0 -0.1 0.092
H 2.79775 0.58170 3.34643 0.0 -0.1 0.1 0.089
H 2.52445 2.31716 3.51577 0.0 0.1 0.1 0.101
H 1.65572 1.41016 2.26826 0.1 0.0 0.3 0.036
H 5.27077 0.71606 2.88148 0.1 -0.1 0.1 0.092
H 5.86096 2.06824 1.89989 0.2 0.0 -0.1 0.088
H 5.00739 2.38294 3.39755 0.0 0.1 0.1 0.096
H 2.58064 3.24836 0.65368 0.1 0.0 0.0 0.065
H 3.58488 3.93019 1.94464 0.0 0.1 0.1 0.098
H 4.33727 3.36107 0.45391 0.1 0.0 -0.1 0.096
H 0.47114 3.16076 -4.55690 0.0 0.1 -0.2 0.130
H 3.08068 2.74053 -4.56959 0.0 0.1 0.1 0.098
H 3.75006 1.84444 -3.18997 0.1 0.0 0.0 0.093
H 3.26423 0.99832 -4.66304 0.1 -0.1 0.0 0.098
H -1.65038 2.65337 -5.52204 0.0 0.0 -0.1 0.085
H -2.05190 0.95496 -5.24133 0.0 -0.1 -0.1 0.096
H -3.30522 2.18660 -5.13742 -0.1 0.1 0.0 0.097
H -1.60343 4.27236 -3.65541 0.0 0.1 0.0 0.089
H -3.26819 3.88463 -3.22713 -0.1 0.0 0.0 0.097
H -2.00455 3.80440 -1.99742 0.0 0.0 0.1 0.062
H -2.89610 0.23132 -3.01821 0.0 -0.1 0.1 0.067
H -2.74419 1.30185 -1.59878 -0.2 -0.1 -0.1 0.012
H -3.98825 1.60085 -2.81392 -0.1 0.0 0.0 0.102
H 0.76307 -5.83250 -0.33223 0.0 -0.1 -0.1 0.084
H 1.33440 -4.86194 1.01819 0.0 0.0 0.1 0.086
H -0.02618 -5.97489 1.23370 0.0 -0.1 0.1 0.098
H -1.52468 -5.42752 -1.32598 0.0 -0.1 -0.1 0.082
H -2.32322 -5.41971 0.23550 0.0 0.0 0.1 0.097
H -2.47861 -4.02996 -0.83860 -0.1 0.0 0.0 0.046
H -0.92729 -2.39341 1.39342 -0.1 -0.1 0.1 -0.007
H -2.02177 -3.72910 1.71106 -0.1 0.0 0.1 0.092
H -0.37199 -3.79387 2.31068 0.1 0.0 0.1 0.078
C 2.17562 -2.65978 4.10413 0.4 -0.5 0.4 0.014
N 1.26975 -1.75268 3.45557 0.0 0.4 -0.8 -0.104
C 0.15211 -1.20644 4.01001 -0.6 0.5 -0.3 -0.005
C -0.46237 -0.49836 3.01889 -0.1 -0.2 0.5 -0.109
N 0.28118 -0.58968 1.86304 0.2 -0.1 0.3 -0.100
C 1.32052 -1.36226 2.17964 0.2 -0.3 0.0 -0.182
H 2.65371 -2.19051 4.96415 0.0 0.1 -0.1 0.108
H 2.94294 -2.97617 3.40028 0.0 0.0 0.0 0.104
H 1.61995 -3.53182 4.45013 0.1 0.0 0.0 0.107
H -0.11107 -1.35245 5.03811 -0.1 -0.1 0.2 0.141
H -1.37765 0.05968 3.08272 0.0 0.0 0.0 0.111
H 2.10225 -1.66082 1.49900 0.0 0.0 0.1 0.142

Number 1: calculated total energy -142446.325 eV. Number 2: calculated total energy -137590.161 eV.